C38H34N3O6ScTe | ωB97M-V with the def2-TZVPD basis set

```
! RIJCOSX wB97M-V def2-TZVPD def2/J DEFGRID3
* xyz -2 1
Sc -0.217 -0.917 1.220
O 1.007 1.042 4.881
C 0.727 0.270 3.955
O 0.366 0.541 2.783
C 0.806 -1.233 4.248
C 1.384 -1.732 5.408
C 1.458 -3.102 5.576
C 0.949 -3.932 4.585
C 0.379 -3.348 3.466
N 0.305 -2.031 3.310
H 1.763 -1.023 6.131
H 1.915 -3.526 6.463
H 0.998 -5.010 4.669
H -0.023 -3.941 2.651
C -0.308 3.461 -4.621
C -0.566 2.734 -3.327
C -1.562 3.113 -2.461
C -1.800 2.462 -1.233
C -2.947 2.963 -0.442
O -3.845 3.595 -0.988
C -3.005 2.833 1.056
C -1.869 2.791 1.855
C -1.981 2.772 3.239
C -3.236 2.777 3.830
C -4.380 2.805 3.038
C -4.262 2.840 1.657
C -1.012 1.343 -0.874
O -1.187 0.653 0.203
C 0.008 0.939 -1.803
C 0.222 1.623 -2.967
C 0.778 -0.240 -1.311
N 0.161 -1.428 -1.175
C -1.028 -1.658 -1.961
C -0.849 -1.698 -3.480
Te 0.592 -3.104 -4.235
C 2.138 -1.685 -4.460
C 3.000 -1.438 -3.398
C 3.972 -0.448 -3.496
C 4.088 0.293 -4.662
C 3.234 0.045 -5.732
C 2.261 -0.940 -5.632
C 2.021 -0.040 -0.723
C 2.724 1.198 -0.755
C 3.982 1.324 -0.262
C 4.617 0.173 0.352
C 3.976 -0.998 0.494
C 2.547 -1.211 0.073
H -1.009 4.289 -4.747
H -0.414 2.798 -5.484
H 0.705 3.872 -4.657
H -2.209 3.948 -2.706
H -0.886 2.746 1.406
H -1.085 2.693 3.842
H -3.321 2.737 4.910
H -5.363 2.810 3.497
H -5.137 2.885 1.021
H 1.025 1.294 -3.626
H -1.817 -0.907 -1.781
H -1.449 -2.615 -1.643
H -0.517 -0.740 -3.876
H -1.794 -1.950 -3.966
H 2.886 -1.991 -2.476
H 4.593 -0.232 -2.635
H 4.829 1.080 -4.730
H 3.315 0.632 -6.640
H 1.584 -1.123 -6.457
H 2.238 2.059 -1.204
H 4.504 2.272 -0.303
H 5.633 0.278 0.727
H 4.460 -1.832 0.995
H 2.481 -2.121 -0.556
N -4.138 -0.906 3.372
C -2.978 -1.243 2.733
O -2.089 -0.416 2.614
C -2.800 -2.652 2.229
C -1.901 -2.598 0.997
H -4.280 0.084 3.512
H -4.941 -1.495 3.250
H -3.791 -3.129 2.127
H -2.295 -3.182 3.048
H -2.495 -2.200 0.165
H -1.583 -3.607 0.703
O 1.739 -1.442 1.195
*
```

The calculation puts the LUMO energy at 3.793 eV. The HOMO-LUMO gap comes out at 4.533 eV.

***

C2H3NO2 | ωB97M-V with the def2-TZVPD basis set

```
! RIJCOSX wB97M-V def2-TZVPD def2/J DEFGRID3
* xyz 0 3
C 0.966 0.577 -0.011
C 0.357 -0.780 0.013
N -0.426 0.210 -0.168
O -2.324 -0.667 0.110
O -1.692 0.487 -0.082
H 1.267 1.057 0.914
H 1.476 0.949 -0.895
H 0.375 -1.833 0.118
*
```

The calculation puts the LUMO energy (alpha / beta) at 1.070 / -1.501 eV. As for the expectation value of S²: 2.008. The HOMO-LUMO gap (alpha / beta) comes out at 7.169 / 8.921 eV.

***

C4H6N2O | ωB97M-V with the def2-TZVPD basis set

```
! RIJCOSX wB97M-V def2-TZVPD def2/J DEFGRID3
* xyz 0 1
N 1.588 0.154 0.846
C 1.168 1.306 0.538
O 0.010 1.547 -0.096
C -0.686 0.484 -0.744
C -1.053 -0.736 0.137
C -0.541 -1.974 -0.458
N -0.150 -2.929 -0.980
H 2.469 0.224 1.349
H 1.659 2.261 0.748
H -0.103 0.161 -1.612
H -1.598 0.965 -1.100
H -0.626 -0.634 1.134
H -2.139 -0.828 0.237
*
```

The calculation puts the LUMO energy at 0.741 eV. The HOMO-LUMO gap comes out at 11.435 eV.

***

Relative energy (zero: lowest compared OMol25 entry of this formula, charge and spin) in kcal per mole, matching the order above: 0.00, 175.59, 35.87
Calculated total energy in eV, matching the order above: -84712.0789, -7697.3154, -9271.9464
Maximum force in eV/Å, matching the order above: 0.58, 4.62, 1.13